Molecular formula: C3H13NO2
Method: DFT, ωB97M-V with the def2-TZVPD basis set

SMILES string: CCNC.O.O
Highest occupied orbital energy (eV): -9.52
Relative energy (zero: lowest compared OMol25 entry of this formula, charge and spin) (kcal per mole): 28.89
Strongest force on any atom (Eh/bohr): 0.0394
Energy (Eh): -327.29583

Atoms and positions in Å:
H: -2.4124 -1.4370 -0.6836
H: -0.9574 1.2144 -0.1718
H: 0.9630 1.5518 -1.5699
H: 1.5415 2.1321 1.0862
H: 1.7321 -3.1920 2.1555
H: 0.9617 3.3226 1.9215
O: 1.5945 -2.3696 2.6043
C: -0.0675 1.4374 -1.9283
H: -1.7237 -1.0942 0.9620
C: -0.4080 -0.6164 -0.7159
H: 0.5346 -0.5390 -0.1514
H: -0.1293 -1.2122 -1.5900
H: -1.2687 -2.4935 0.0853
H: -0.0715 0.8787 -2.8595
N: -0.9876 0.6802 -1.0392
O: 1.4372 2.4667 1.9847
H: 1.1224 -1.7805 2.0327
C: -1.5316 -1.4384 -0.0557
H: -0.3293 2.4891 -2.0670

These are the natural (NBO) partial charges, in e, on atoms 1 to 5: 0.22, 0.34, 0.15, 0.47, 0.47

---

Molecular formula: C32H36HgN6O5SSe
Method: DFT, ωB97M-V with the def2-TZVPD basis set

Highest occupied orbital energy (spin up / spin down) (eV): -8.41 / -10.42
Strongest force on any atom (Eh/bohr): 0.0269
Multiplicity: 2
Energy (Eh): -4898.60887
Net charge: +1

Atoms and positions in Å:
C: -2.2406 -0.4019 4.2833
H: -4.4936 -4.2658 -3.2217
H: 6.3934 1.5912 -5.0093
N: 3.9806 0.7463 -1.1586
C: -3.4725 -2.3861 -2.0356
C: 4.0457 -0.6047 -2.9426
H: -3.0595 0.1596 4.7032
H: 2.7318 1.6623 -5.4519
C: 4.2242 1.8552 -0.2790
H: -0.6103 5.6991 1.7714
N: -0.1718 1.9292 1.0690
N: 1.7814 -2.6516 5.2513
C: -1.2907 2.5773 0.6135
C: -4.2357 0.2424 -1.5335
H: 3.3255 -2.7441 3.1397
H: 4.1442 -2.0272 -4.5539
H: 5.2981 2.0027 -0.1586
C: 2.4968 -1.6316 4.5358
C: 4.4540 -1.0651 -4.1827
O: 2.7528 -1.9707 3.1990
C: -4.7032 -1.9207 -2.5108
H: 5.6492 -0.5724 -5.8747
H: 1.8524 3.1619 -5.1005
Hg: -0.0895 -0.1321 0.2492
C: -5.6725 -2.7235 -3.3035
H: 2.3194 -3.3310 5.7732
H: 0.7353 0.3058 -4.9000
H: -2.5729 0.2884 2.2741
H: -3.1503 -3.4084 -2.1900
C: 0.7859 1.3516 -4.5973
C: 1.7521 2.1391 -5.4601
C: -0.4053 -1.9117 4.4836
C: 0.4338 -2.8481 5.2996
C: 0.9581 2.9851 -2.2878
C: -2.2339 1.8524 -0.1359
C: -0.2408 -1.8068 3.1083
O: -5.3428 -3.9957 -3.5916
H: 0.5249 -2.3787 2.6003
C: -1.4574 3.9598 0.8781
H: 3.7851 1.6336 0.6930
H: 5.7025 2.3787 -2.7823
H: 2.7214 -2.0069 -2.0290
C: -0.4516 3.4024 -2.6446
C: 5.7317 0.9839 -4.4112
H: -1.6761 -1.9128 -0.9733
H: -2.3398 4.4563 0.5054
H: -1.1279 2.5527 -2.5699
H: 1.7078 3.6764 -2.6686
H: 1.4000 2.1779 -6.4878
H: -3.0909 2.4014 -0.5078
S: 1.4518 1.3101 -2.8868
H: 1.5819 2.0349 2.1215
N: 3.2513 -1.1512 -1.9638
O: -6.7120 -2.2677 -3.6978
C: -0.5070 4.6427 1.5815
C: -1.9720 -0.3301 2.9275
C: 3.2122 -0.3268 -0.9011
O: 0.5914 0.3422 -2.1508
C: 5.3429 1.4407 -3.1661
N: -0.9894 -1.0164 2.3477
C: 0.6249 3.9524 2.0510
H: 1.0746 2.8956 -1.2075
H: -1.6110 -1.2817 6.1461
C: -2.9764 -0.2048 -1.0858
H: -6.0323 -0.2610 -2.5733
O: -0.0593 -3.7261 5.9643
N: -2.0732 0.5553 -0.3980
C: 4.5055 0.6198 -2.4290
H: -0.7970 4.1620 -1.9467
H: 1.8980 -0.7170 4.4952
C: -2.6370 -1.5446 -1.3437
C: 5.3025 -0.2472 -4.9061
H: 3.7761 2.7651 -0.6815
Se: 2.4440 -0.7872 0.7282
H: -0.2165 1.7676 -4.5909
C: -1.4414 -1.2014 5.0831
H: -4.5628 1.2493 -1.3297
H: -0.5040 3.8133 -3.6493
C: 0.7313 2.6116 1.7710
H: 3.4351 -1.4235 5.0662
H: 1.3915 4.4583 2.6138
C: -5.0665 -0.6000 -2.2277

These are the Löwdin partial charges, in e, on atoms 1 to 5: -0.02, 0.09, 0.11, -0.08, -0.02

---

Molecular formula: C23H43BiN3O3SSe4Si
Method: DFT, ωB97M-V with the def2-TZVPD basis set

Highest occupied orbital energy (eV): -4.63
Relative energy (zero: lowest compared OMol25 entry of this formula, charge and spin) (kcal per mole): 0.00
Strongest force on any atom (Eh/bohr): 0.0284
Energy (Eh): -11800.55333
Net charge: -1

Atoms and positions in Å:
H: 6.9430 11.9977 15.1024
H: 15.1007 15.1079 9.1772
C: 6.5171 13.9742 13.4237
H: 15.4324 15.6844 10.7918
H: 13.4318 9.2681 6.2764
C: 16.5591 10.8773 9.6441
H: 15.1481 8.6604 8.8479
H: 15.5750 12.8441 12.1123
O: 14.5544 10.2679 10.8329
S: 11.7421 11.2794 11.0156
H: 16.1865 8.9191 12.4041
H: 13.3838 5.2082 13.6140
H: 10.9755 11.3379 8.0223
H: 13.0040 15.4056 11.4956
H: 11.8411 9.3886 6.9383
C: 13.5613 6.2668 13.7988
C: 14.9050 6.4255 14.4990
H: 15.2460 9.3498 14.2492
N: 14.4869 8.8780 14.7004
N: 6.0240 14.9446 13.8251
H: 15.3815 7.7488 10.3248
H: 12.1745 13.9162 11.1605
C: 14.6389 13.4217 12.1433
H: 15.1121 5.5577 15.1203
H: 12.6944 14.9569 9.8129
C: 15.8676 9.8431 10.4745
H: 7.3618 13.1837 11.0187
Se: 10.8190 8.1842 15.6229
Se: 9.9801 9.7754 17.0955
H: 12.1773 10.2810 5.4741
H: 14.0231 9.5208 15.3416
H: 15.7115 6.4029 13.7535
H: 13.9153 7.8815 12.6189
H: 8.2839 9.9798 14.6446
O: 14.1576 12.7606 9.8504
H: 14.8298 14.2869 12.7934
C: 7.1151 12.7211 13.0855
H: 13.8971 6.4958 11.7567
H: 16.7951 10.5884 12.3144
C: 8.5596 10.4134 12.5506
C: 7.3160 11.7961 14.0963
H: 8.6790 11.1773 10.5459
H: 14.9395 11.3524 6.3292
C: 8.0471 10.6554 13.8184
H: 14.3821 12.7889 7.2029
H: 17.6762 9.2723 11.5239
Se: 11.1761 11.8497 14.5623
C: 14.0469 11.9784 6.5515
H: 11.2845 12.3770 6.6429
H: 16.3337 14.3595 10.1999
H: 9.0967 8.3718 12.8867
H: 16.7720 8.2592 9.3928
H: 16.6414 11.8483 10.1466
H: 14.1705 7.4787 16.1932
Si: 13.5463 11.2715 10.0192
H: 12.7711 6.5940 14.4764
C: 16.6800 9.6495 11.7587
Se: 11.6866 11.3070 16.7820
C: 12.9904 11.1612 7.2614
C: 9.4729 9.2588 12.3651
C: 15.3461 14.8125 10.1746
H: 11.9467 12.8128 8.1865
H: 13.8622 12.8292 12.6115
H: 13.6551 12.3768 5.6227
Bi: 11.5951 9.5971 13.2294
H: 15.8748 7.7799 15.8958
C: 11.7383 11.9739 7.5440
H: 17.5501 10.5111 9.4568
C: 14.2789 13.8608 10.7380
C: 14.9064 7.6749 15.3992
C: 15.7757 8.5448 9.7088
C: 12.9524 14.5727 10.7893
C: 7.5337 12.4627 11.7815
C: 8.2789 11.3117 11.5243
C: 12.5902 9.9485 6.4254
H: 16.0472 11.0322 8.7239
N: 13.4635 6.9764 12.5222
O: 13.5252 10.7174 8.4869
H: 9.6779 9.0645 11.3247

These are the Löwdin partial charges, in e, on atoms 1 to 5: 0.13, 0.07, -0.20, 0.07, 0.08

---

Molecular formula: C21H12N6OPd
Method: DFT, ωB97M-V with the def2-TZVPD basis set

Highest occupied orbital energy (spin up / spin down) (eV): -7.52 / -7.51
Strongest force on any atom (Eh/bohr): 0.0117
Multiplicity: 3
Energy (Eh): -1339.01908

Atoms and positions in Å:
H: 3.0671 -4.3191 0.3199
N: 1.2514 4.0156 4.0552
C: -2.0397 4.2902 2.8132
H: 3.0533 2.6721 -0.5477
C: -2.1817 -0.4315 -0.9933
C: 3.2887 1.6310 -0.3710
H: -4.8851 2.2360 -1.5814
C: 2.4957 -0.5532 -0.2615
H: 4.9819 -2.7739 0.5221
C: -3.8573 -2.2144 -0.9873
C: -1.5114 -2.7050 -0.6388
H: -3.0876 -4.1629 -0.6696
H: 5.3737 1.9747 0.0486
H: 0.8614 -3.5254 -0.2087
C: -1.1186 -1.3813 -0.7420
H: -2.4697 2.8175 -1.3861
N: 2.2985 0.7787 -0.4849
N: -0.7721 2.8228 1.4997
C: -2.8578 -3.1087 -0.7622
N: -3.0201 4.8442 3.0440
Pd: 0.1907 1.2311 -0.5441
C: -4.5045 0.1447 -1.3220
C: 3.7807 -1.0320 0.0627
C: 4.5915 1.2345 -0.0404
N: -1.8610 0.8899 -1.1152
C: -4.1518 1.4576 -1.4269
H: -4.8908 -2.5249 -1.0737
C: 3.9912 -2.4134 0.2763
O: 0.3742 2.2468 1.2829
C: 0.3419 3.8301 3.3778
C: -2.7959 1.7888 -1.3147
C: 1.6352 -2.7872 -0.1435
N: 0.1543 -0.8576 -0.6679
H: -5.5423 -0.1588 -1.3959
C: 4.8270 -0.0912 0.1721
C: -0.8047 3.6073 2.5306
C: 1.3613 -1.4474 -0.3571
C: -3.5235 -0.8462 -1.1051
H: 5.8177 -0.4439 0.4354
C: 2.9300 -3.2561 0.1650
H: -0.7918 -3.4794 -0.4642

These are the natural (NBO) partial charges, in e, on atoms 1 to 5: 0.22, -0.29, 0.27, 0.21, 0.21

---

Molecular formula: C27H42N4O2PSSc
Method: DFT, ωB97M-V with the def2-TZVPD basis set

Highest occupied orbital energy (eV): -13.04
Relative energy (zero: lowest compared OMol25 entry of this formula, charge and spin) (kcal per mole): 5.20
Strongest force on any atom (Eh/bohr): 0.0124
Energy (Eh): -2923.48686
Net charge: +2

Atoms and positions in Å:
H: 1.3633 -1.6697 3.9496
H: -1.4074 -0.4637 3.9436
H: -1.1333 1.5919 5.3009
O: 1.1456 -2.4853 -1.1882
H: 0.9249 3.1289 0.0795
C: 1.2683 -3.8102 3.8890
H: 3.9297 3.2530 -2.6818
N: -4.0713 -1.2694 -2.7392
C: 0.0259 -4.7625 2.0782
H: -4.7803 -0.5686 1.3384
H: 1.2944 2.3367 -4.5753
C: 1.1106 1.0093 2.2266
H: -3.6696 -1.5560 -3.6163
C: 0.0912 2.9917 -0.6172
H: -2.2533 1.2412 -3.9761
H: 0.6806 4.6775 -1.9047
H: 0.0692 3.5033 -4.0383
H: 3.2495 1.8708 -0.0271
H: 0.0039 0.4773 -3.5968
P: 0.6683 1.5600 -1.6391
C: 3.3467 1.2679 -0.9358
H: 2.0165 2.9036 2.7095
C: 2.0380 -2.6574 -0.3046
H: 1.8529 -3.9238 4.7964
C: 2.4568 1.8195 -2.0552
H: -0.9367 -3.3666 0.7659
C: -0.2332 1.4854 -3.2535
C: -0.1676 4.3203 -1.3298
O: 2.4213 -1.7074 0.4274
C: -0.5078 1.4324 4.4304
C: -3.8709 -0.7134 0.7637
C: 0.1971 -2.3463 2.2711
H: -6.3356 -0.3345 -0.6080
H: 3.4045 -4.2154 -0.8094
C: 2.6322 -4.0235 -0.0666
N: -0.0493 -1.0685 1.7211
H: 4.3973 1.3115 -1.2371
H: 2.5187 -4.4359 1.9704
S: -1.7410 -1.7261 -1.4187
H: 1.8605 -4.7795 -0.1534
H: 2.6047 1.2067 -2.9463
H: -0.3820 -5.6271 1.5653
H: 0.5590 3.2904 4.6660
H: -1.0312 4.2555 -1.9919
H: -6.1299 -0.8681 -3.3032
H: 1.0144 -5.9346 3.5947
H: -0.3324 2.2781 -5.2402
Sc: 0.3800 -0.7661 -0.2039
H: -2.0552 2.6612 -0.4060
H: -3.3591 -1.6082 1.1095
H: -2.0619 2.6072 -2.8910
C: 0.9853 -2.5348 3.4170
N: -4.2315 -0.8662 -0.6479
C: 0.2400 2.4646 -4.3263
H: 1.8040 0.8104 1.4122
C: -5.3913 -0.9074 -2.5178
H: 2.8124 3.8871 -1.4761
C: 0.4407 2.3917 4.0718
H: -1.0995 1.6053 0.6366
H: -1.2751 3.2947 1.0439
H: 3.3580 -3.0844 1.6001
C: 2.8813 3.2566 -2.3675
C: -1.1529 2.6054 0.2060
C: -0.6639 0.2806 3.6781
C: -1.7518 1.5771 -3.0644
H: -3.2165 0.1451 0.8971
H: 4.0681 -4.5840 1.3815
N: 3.2042 -4.0528 1.3147
H: -2.1087 0.9682 -2.2384
C: 0.8118 -4.9407 3.2121
H: -0.3975 5.0798 -0.5770
C: -5.4906 -0.6505 -1.2007
C: -0.2917 -3.4855 1.6241
C: 1.2496 2.1801 2.9679
C: 0.1408 0.0693 2.5591
H: 3.1280 0.2312 -0.6873
H: 2.3026 3.7170 -3.1657
C: -3.3730 -1.2515 -1.5959

These are the Löwdin partial charges, in e, on atoms 1 to 5: 0.12, 0.13, 0.12, -0.09, 0.10

---

Molecular formula: C22H42IrNP3Se
Method: DFT, ωB97M-V with the def2-TZVPD basis set

Highest occupied orbital energy (spin up / spin down) (eV): -15.68 / -19.90
Relative energy (zero: lowest compared OMol25 entry of this formula, charge and spin) (kcal per mole): 34.62
Strongest force on any atom (Eh/bohr): 0.0896
Multiplicity: 6
Energy (Eh): -4446.34329
Net charge: +4

Atoms and positions in Å:
H: 0.6887 2.1432 -0.5959
H: 1.4370 0.6567 -2.1963
H: -2.2935 -1.2771 -3.0705
H: -0.6267 -3.7498 -0.9873
C: 1.6824 4.7320 -5.4669
H: 1.2064 -1.7643 -2.0253
H: -0.6598 2.4463 1.4148
C: -1.1541 -0.1358 4.2271
H: 2.5301 -1.1203 -1.0036
H: -3.7836 -2.0892 0.5298
C: 2.5343 2.4691 -5.6585
Ir: -0.3343 -0.2571 0.6556
C: -1.9103 -2.5291 2.9204
H: 3.0087 -0.5151 4.7640
C: 1.4292 3.1937 -3.6121
H: -2.4846 -3.0205 2.1255
H: -3.8648 0.6156 -0.1613
H: 3.0168 3.2817 2.6689
H: -0.3094 -0.7203 4.6155
H: -2.6043 -3.2410 -0.1584
H: 3.9549 1.8312 4.5380
P: -2.0019 -0.8924 -0.6922
H: -0.9384 -3.0254 3.0517
P: 0.8512 -2.2569 0.3205
C: 2.7334 2.2343 2.8026
N: 1.2578 0.4799 2.0420
H: -2.8375 1.2919 -1.4544
H: -3.2776 1.0485 2.4005
H: -0.9302 -2.2379 -2.4610
C: -3.3470 -0.0409 2.5085
C: -3.2866 0.3772 -1.0611
H: 2.7200 3.9721 -7.1960
C: 1.7153 -0.2779 3.0678
H: 1.3777 2.3490 1.1328
H: 0.7205 5.2083 -3.5703
C: 1.2303 4.4571 -4.1681
H: 1.5126 5.7202 -5.8965
C: -1.0916 1.8366 0.6132
C: 2.7075 0.1558 3.9555
H: 2.4740 -2.8503 -1.4130
C: 1.7789 1.7210 1.9183
P: -1.6627 -0.7507 2.5814
Se: 2.0751 0.4067 -3.5645
C: 2.1365 -2.8966 1.4710
H: -3.8026 -0.2830 3.4797
H: 3.0590 1.6900 -6.2201
H: 1.2660 -1.2657 3.2142
H: -2.0315 -0.2690 4.8783
H: -0.6832 -4.1012 0.7770
C: 2.3492 3.7407 -6.1988
H: -3.9669 -0.0381 -1.8194
H: 1.6632 -3.2462 2.3982
C: 3.2197 1.4419 3.8332
C: -0.0383 -3.8198 -0.0652
H: -0.8911 0.9281 4.1713
C: -0.2778 1.6213 -0.5548
C: 2.0268 2.1726 -4.3611
H: -0.7825 1.5604 -1.5264
H: -2.4726 -2.5706 3.8660
C: 1.8622 -1.9720 -1.1728
H: -2.1746 1.8885 0.4846
H: 1.1023 2.9783 -2.5916
C: -1.4238 -1.2630 -2.3966
H: 2.6464 -3.7435 0.9860
C: -3.1457 -2.3060 -0.3362
H: 2.8765 -2.1167 1.6948
H: 0.7207 -4.6051 -0.1976
H: -3.7986 -2.4447 -1.2138
H: -3.9587 -0.4642 1.7044
H: -0.7247 -0.4923 -2.7456

These are the natural (NBO) partial charges, in e, on atoms 1 to 5: 0.21, 0.12, 0.28, 0.25, -0.15

---

Molecular formula: C5H10O
Method: DFT, ωB97M-V with the def2-TZVPD basis set

SMILES string: C=CCC=O.C
Highest occupied orbital energy (eV): -9.63
Relative energy (zero: lowest compared OMol25 entry of this formula, charge and spin) (kcal per mole): 60.03
Strongest force on any atom (Eh/bohr): 0.0586
Energy (Eh): -271.65695

Atoms and positions in Å:
H: 1.8037 -1.2358 0.4917
C: 1.1781 0.4950 -0.4895
C: 0.7417 -0.1675 -1.7539
H: -1.1931 -0.7230 2.7895
H: -1.0994 1.0585 -1.5098
C: -1.3649 -0.3433 1.7592
H: 1.9906 0.3546 1.4278
H: -0.7020 0.5334 1.7939
C: 1.6055 -0.1757 0.5685
O: -1.4656 -0.8752 -1.2134
H: 1.0056 -1.2309 -1.8161
H: -1.6184 -0.7199 0.6928
C: -0.7067 0.0250 -1.4951
H: 1.0778 0.3751 -2.6396
H: 1.1209 1.5758 -0.4056
H: -2.3413 0.1505 1.8286

These are the natural (NBO) partial charges, in e, on atoms 1 to 5: 0.20, -0.20, -0.54, 0.23, 0.12

---

Molecular formula: C2H5NO
Method: DFT, ωB97M-V with the def2-TZVPD basis set

Highest occupied orbital energy (eV): -9.94
Relative energy (zero: lowest compared OMol25 entry of this formula, charge and spin) (kcal per mole): 125.32
Strongest force on any atom (Eh/bohr): 0.1967
Energy (Eh): -209.02261

Atoms and positions in Å:
O: 0.0345 1.7711 -0.1252
H: -1.2761 -0.4135 1.0135
H: 1.4982 -1.1260 0.6546
C: -1.1098 -0.2348 -0.1476
H: 2.2249 0.4045 0.5483
N: 1.3470 -0.1078 -0.4373
H: -0.9024 -1.3424 -0.7019
H: -1.9746 0.5159 -0.6240
C: 0.1582 0.5330 -0.1803

These are the natural (NBO) partial charges, in e, on atoms 1 to 5: -0.57, 0.25, 0.33, -0.73, 0.38